# 1
{
  "formula": "C18H30AlBr6Cl10F2N2O4PS",
  "method": "ωB97M-V/def2-TZVPD",
  "symbols": ["H", "C", "Cl", "Cl", "Al", "H", "C", "N", "C", "H", "H", "Br", "H", "S", "H", "Br", "C", "Br", "O", "H", "C", "Cl", "H", "H", "H", "Cl", "H", "Cl", "C", "C", "H", "Cl", "H", "N", "H", "H", "Cl", "H", "H", "H", "H", "H", "C", "H", "C", "F", "Br", "H", "F", "C", "C", "C", "O", "Cl", "C", "H", "H", "P", "H", "C", "H", "C", "C", "O", "H", "C", "O", "Br", "Br", "H", "C", "Cl", "H", "Cl", "H"],
  "positions_angstrom": [[-1.681431, 0.566808, 0.081374], [-6.030611, 2.651177, -2.159565], [2.268435, -3.753182, -1.284857], [2.004852, -1.737147, 7.265194], [-3.110848, 1.135535, 0.729918], [0.450185, 0.348488, 1.944404], [5.718198, -3.441001, -0.678397], [6.740728, -3.940442, -1.418906], [-7.935074, 0.629899, -2.264429], [3.330763, 0.071392, 5.453578], [1.586854, 1.328791, -2.706079], [6.502911, -0.352412, 8.038903], [-0.359099, -2.648407, 2.286726], [-1.331895, 0.795161, -3.067534], [3.845264, -2.832529, 6.284054], [7.063115, -0.412313, 11.172738], [-7.087774, 5.450253, -5.615056], [6.283923, -3.096375, 9.641790], [-2.728067, 0.889260, -2.939543], [-0.335935, -2.238622, 0.536549], [-0.021565, -2.953698, 1.299219], [-2.936069, 3.114332, -0.321038], [0.429009, 0.137349, -1.013081], [-9.385767, 2.224781, -2.248348], [1.715520, -0.408072, 0.034119], [-0.652903, -4.528823, 0.928996], [-4.577551, 1.081952, -2.158366], [0.982100, -3.770263, -3.875576], [0.055571, 0.748666, 1.014878], [-6.583428, 0.312097, -2.235834], [1.843580, 2.483099, 0.153316], [3.856226, -3.629380, -3.694674], [-0.142400, 1.814381, 1.122244], [5.048759, -4.348044, 0.102427], [1.961079, 3.051547, -2.323532], [-2.202262, 3.707264, -2.243140], [2.294039, -4.382752, 2.787335], [5.265855, -5.326141, 0.154141], [-0.635844, 2.122961, -0.536282], [-7.349878, 4.978632, -4.678902], [-6.272938, -0.724735, -2.257810], [-5.304664, 3.452735, -2.124924], [3.610522, -1.792480, 6.498863], [7.013517, -4.905307, -1.414637], [-7.377560, 2.947069, -2.183829], [-0.862617, 1.066541, -4.506306], [-6.750297, 7.306677, -5.240253], [-8.675982, -0.156065, -2.311216], [-7.764117, 4.236434, -2.159594], [-1.112628, 3.872760, -2.187845], [1.030430, 0.430105, -0.154096], [1.425268, 2.158434, -2.016290], [-0.818955, -0.473593, -2.702590], [2.489125, -6.065217, -2.991856], [3.670941, -0.942147, 5.260536], [2.899856, 1.385373, -0.692507], [7.246155, -3.294980, -1.997655], [-0.383998, 2.329982, -1.884611], [8.215565, -1.583650, 9.332357], [-5.633115, 1.323038, -2.181990], [4.692548, -0.895768, 4.887806], [-8.338026, 1.956194, -2.233787], [7.170722, -1.390761, 9.526262], [-1.248463, 0.060002, 0.823566], [-0.946397, 4.529806, -1.336310], [2.402534, -4.309942, -2.981965], [5.395990, -2.260576, -0.693246], [-8.577911, 5.218438, -6.806458], [-5.505859, 4.561008, -6.276428], [4.331566, -1.421326, 7.227619], [1.858034, 1.684051, -0.585851], [1.777115, -2.938096, 1.297894], [4.299693, -3.989303, 0.650904], [2.661867, -1.618607, 3.932833], [-0.776482, 4.399688, -3.085346]],
  "forces_ev_per_a": [[2.0, -1.7, -1.0], [0.2, 0.2, 0.0], [-0.2, -0.1, -0.7], [0.0, 0.0, -0.1], [-4.0, 0.9, 1.3], [-0.1, 0.3, 0.2], [0.1, 0.1, 0.0], [-0.1, 0.1, 0.0], [0.2, 0.0, 0.0], [-0.2, 0.0, -0.1], [0.3, 0.1, -0.2], [0.2, 0.2, 0.1], [0.3, 0.1, 0.1], [-1.1, -2.5, 0.3], [0.0, 0.0, 0.0], [0.0, 0.0, -0.1], [-0.1, 0.0, 0.0], [0.0, 0.1, 0.0], [-0.4, 1.5, -0.5], [0.5, 0.1, -0.1], [-1.5, -0.8, 0.1], [-0.7, -0.3, 1.5], [0.0, -0.4, 0.1], [0.0, 0.0, 0.0], [-0.3, 0.2, 0.2], [0.1, 0.2, 0.0], [-0.4, 0.1, 0.0], [0.0, 0.0, 0.1], [0.3, -1.4, -0.3], [0.0, -0.1, 0.0], [-0.2, 0.1, 0.0], [0.0, 0.0, 0.1], [0.2, 0.1, 0.3], [0.3, -0.2, -0.1], [-0.3, 0.1, -0.3], [0.7, 0.3, -0.4], [-0.7, 0.9, -1.7], [0.1, 0.0, 0.0], [-0.4, -0.4, -0.5], [0.0, 0.0, 0.0], [0.0, 0.0, 0.0], [-0.1, 0.1, 0.0], [-0.1, -0.1, 0.1], [0.0, 0.0, 0.0], [0.0, -0.2, 0.0], [0.1, 0.7, 0.1], [0.0, -0.1, 0.0], [0.0, 0.0, 0.0], [0.0, 0.0, -0.1], [-0.6, 1.4, -1.6], [-0.1, 1.0, 0.2], [-0.4, -0.6, 1.0], [1.5, 0.0, 0.2], [0.0, 0.1, 0.1], [0.3, 0.2, 0.3], [0.1, 0.1, 0.1], [0.0, 0.0, 0.0], [1.5, 1.1, -0.3], [0.0, 0.0, -0.1], [-0.1, -0.1, 0.1], [0.0, -0.1, -0.1], [-0.2, 0.1, 0.0], [0.0, -0.1, 0.2], [1.7, 0.7, -0.1], [0.1, -0.1, 0.2], [0.1, -0.1, -0.4], [-0.2, -0.1, 0.0], [0.1, 0.0, 0.0], [0.0, 0.0, 0.0], [-0.2, 0.0, -0.2], [0.4, -0.8, -0.7], [0.9, -1.1, 2.0], [0.0, 0.0, 0.1], [0.1, 0.7, 0.2], [0.2, -0.3, -0.1]],
  "lowdin_charge": [-0.15, -0.03, 0.48, 0.56, 0.50, 0.12, -0.72, 0.17, -0.07, 0.08, 0.10, 0.61, 0.07, 0.49, 0.07, 0.61, -1.65, 0.58, -0.25, 0.05, -0.87, 0.26, 0.05, 0.13, 0.10, 0.67, 0.03, 0.56, -0.19, -0.09, 0.12, 0.59, 0.10, 0.13, 0.11, -0.01, 0.39, 0.11, -0.02, -0.06, 0.10, 0.09, -0.68, 0.11, -0.28, -0.09, 0.58, 0.11, 0.06, -0.32, -0.18, -0.24, -0.26, 0.57, -0.61, 0.12, 0.11, 0.96, -0.03, -0.12, 0.08, 0.00, -1.62, -0.25, 0.07, -2.01, -0.01, 0.60, 0.53, -0.04, -0.20, 0.51, 0.01, 0.47, 0.09],
  "molar_mass_g_mol": 1300.42,
  "max_force_ha_per_bohr": 0.0834,
  "homo_ev": -12.59,
  "gap_ev": 3.00,
  "e_above_lowest_kcal_mol": 15.6,
  "total_charge": 2
}

# 2
{
  "formula": "C18H30ClO22",
  "method": "ωB97M-V/def2-TZVPD",
  "symbols": ["C", "O", "C", "H", "H", "C", "C", "C", "O", "O", "C", "O", "O", "O", "O", "O", "O", "C", "H", "H", "H", "H", "O", "Cl", "C", "H", "H", "H", "C", "H", "H", "O", "H", "O", "H", "C", "O", "H", "O", "H", "H", "C", "H", "H", "H", "H", "O", "O", "C", "H", "O", "O", "O", "C", "O", "H", "H", "O", "H", "H", "C", "H", "C", "C", "C", "H", "O", "H", "H", "C", "H"],
  "positions_angstrom": [[1.219027, -1.760001, -5.533535], [-2.824142, -4.874550, 6.784093], [-4.215060, -8.484401, -5.436826], [-3.662332, -9.165479, -4.789738], [-5.230572, -8.880254, -5.424536], [0.278322, -2.308814, -4.463998], [5.239431, 2.830701, -4.400010], [0.423874, 7.400390, -0.967983], [-4.283865, 2.965786, 1.617508], [0.699316, 9.395588, -2.629010], [0.678493, 9.778138, -1.298297], [-3.521890, 0.919424, 0.826277], [2.505771, 0.554333, 6.356253], [3.926852, -1.060065, 6.865604], [2.201438, -2.790901, -5.624774], [0.947559, -3.391183, -3.947560], [-3.170098, 1.552420, 3.070685], [-3.798594, -5.403028, -1.778787], [3.386839, 0.838604, 0.140714], [1.314004, 1.072909, 9.177915], [5.247459, 2.335448, -5.370964], [0.585080, 0.861511, 6.965851], [-4.040559, -3.090790, 7.415487], [-4.099684, 1.601016, 1.971306], [4.189885, 2.078624, -2.303355], [-0.608651, 7.259030, -1.287366], [1.123468, 9.834268, -4.598632], [-1.229210, -5.834232, 6.287179], [1.570509, 1.321858, 7.037211], [6.224417, 3.187737, -4.099281], [-1.095120, -3.685360, 4.511261], [-5.278844, 0.951673, 2.393359], [-3.796315, -8.471515, -6.443085], [-2.203101, -2.894495, 6.161024], [1.422288, 2.292192, 6.563295], [2.115678, 1.322541, 8.482866], [-4.992429, -7.800589, -2.922966], [0.086633, -1.496876, -3.762502], [-3.988432, -7.203623, -4.842809], [0.591000, 6.728776, -0.125903], [2.009062, 0.294805, -0.694205], [-3.072343, -3.550761, 6.817224], [4.631325, 3.734907, -4.373380], [-2.363553, -5.571361, 4.929987], [2.447730, 2.330441, 8.731816], [-0.373886, -3.658780, 6.163250], [3.037625, 0.254412, 8.453002], [-3.890339, -5.721627, -3.219111], [3.212028, -0.173020, 7.201910], [1.693293, -0.833941, -5.208615], [2.992234, -4.410560, -4.233051], [3.360095, 1.056095, -1.903182], [4.718639, 1.818662, -3.559287], [-1.890696, -5.117308, 5.800821], [0.551226, 8.733609, -0.526269], [1.143547, 7.154395, -1.748792], [1.731465, 10.930851, -3.465505], [4.373068, 3.159661, -1.710217], [2.232738, 2.100913, -0.403557], [-0.585814, -2.644107, -5.037549], [-4.407252, -6.913235, -3.612529], [0.008274, 10.923922, -3.857399], [2.692747, 1.142182, -0.642992], [2.145879, -3.574696, -4.557241], [-1.279029, -3.818564, 5.577344], [-4.247536, -6.225074, -1.221323], [0.816883, 10.943304, -0.942023], [-2.768963, -5.100589, -1.587757], [0.677512, -1.536499, -6.452732], [0.867954, 10.289448, -3.641746], [-4.402356, -4.504300, -1.652863]],
  "forces_ev_per_a": [[0.1, 0.6, 0.5], [-1.7, 0.1, 1.1], [0.4, -0.7, 1.2], [0.2, -0.4, -0.3], [-0.2, 0.7, 0.0], [-0.6, 1.4, -1.9], [0.0, 0.6, 0.4], [-0.4, -0.7, -0.5], [-1.0, 1.2, -0.3], [-0.6, -1.9, 1.9], [0.7, 2.2, -1.8], [-0.2, -0.3, 0.0], [0.0, 0.0, -1.5], [0.3, -0.3, 0.3], [0.7, 0.7, -1.1], [1.1, -1.2, 1.6], [0.6, -0.1, 0.4], [-1.0, 0.2, -1.2], [0.2, 0.4, 0.1], [0.1, 0.0, 0.1], [0.2, 0.5, 0.0], [0.0, -0.3, 0.1], [2.2, -0.7, -1.1], [2.6, -0.4, -0.1], [-0.1, 2.6, 0.2], [0.1, -0.2, -0.3], [-0.2, -0.9, 0.3], [0.4, -0.2, -0.7], [-1.4, 0.6, 0.6], [0.2, -0.5, 0.1], [-0.1, 0.8, 0.2], [-2.0, -0.5, 0.0], [-0.1, 0.3, 0.2], [1.6, 1.7, -2.2], [0.6, 0.1, 0.1], [-1.9, 0.4, -0.6], [1.4, 3.5, -1.6], [-0.4, -0.6, 0.4], [-0.4, 1.7, -0.9], [0.1, 0.4, 0.1], [-0.5, 0.5, 0.0], [-4.9, -0.2, 3.1], [-0.4, -0.2, -0.2], [0.0, 0.1, -0.1], [1.0, -0.4, 0.2], [0.3, -0.2, -0.4], [0.5, 0.3, 1.1], [-0.5, -1.1, -0.3], [0.8, -0.5, -0.5], [0.3, -0.1, 0.0], [-2.5, 2.5, -0.8], [1.8, 1.6, -1.6], [-1.4, -1.3, 2.3], [0.4, -2.7, 0.5], [0.3, 0.8, 1.4], [-0.2, 0.1, -0.1], [-0.1, 0.3, 0.3], [-0.5, -3.2, -1.4], [0.0, -0.1, -0.4], [-0.5, -0.1, 0.8], [-0.1, -3.5, 2.5], [-0.2, 0.0, 0.4], [0.4, -0.9, 0.5], [1.4, -2.7, 0.9], [1.8, 1.5, -0.3], [0.5, 0.1, 0.2], [-0.4, -2.4, -0.4], [0.0, -0.7, 0.1], [0.5, -0.5, -0.3], [0.9, 2.3, -1.5], [-0.1, -0.1, 0.1]],
  "lowdin_charge": [-0.11, 0.07, -0.04, 0.09, 0.09, -0.15, -0.06, -0.03, -0.38, -0.04, -0.54, -0.41, 0.08, 0.16, 0.08, 0.07, -0.41, 0.01, 0.10, 0.13, 0.10, 0.13, 0.12, 0.58, -0.48, 0.10, 0.09, 0.14, -0.13, 0.09, 0.14, -0.37, 0.09, 0.13, 0.13, -0.11, 0.05, 0.14, -0.02, 0.10, 0.10, -0.61, 0.09, 0.14, 0.13, 0.14, 0.08, -0.02, -0.61, 0.13, 0.12, -0.03, -0.05, -0.18, 0.02, 0.10, 0.10, 0.08, 0.10, 0.13, -0.53, 0.10, -0.04, -0.53, -0.10, 0.09, 0.11, 0.09, 0.13, -0.11, 0.09],
  "molar_mass_g_mol": 633.87,
  "max_force_ha_per_bohr": 0.1135,
  "homo_ev": -5.72,
  "gap_ev": 7.46,
  "e_above_lowest_kcal_mol": 70.1,
  "total_charge": -1
}